DFT (wB97M-V/def2-TZVPD) results for a 3-piece molecular cluster, C37H34BINO6P overall in a non-equilibrium geometry.

Last column: Löwdin charge in e.
Cartesian coordinates (Å):
O -1.1036 3.0401 -3.3552  0.0975
C -1.6614 3.4777 -4.3456  -0.2779
C -3.0966 3.2033 -4.5757  -0.0823
C -3.8073 2.4577 -3.6397  -0.0007
C -5.1621 2.2253 -3.8212  -0.0552
C -5.8164 2.7379 -4.9391  -0.0517
C -5.1066 3.4682 -5.8854  0.0057
C -3.7421 3.6974 -5.7083  -0.0812
C -2.9871 4.4611 -6.7292  -0.2784
O -3.5373 4.8466 -7.7450  0.1052
C -1.5541 4.7535 -6.4900  -0.0835
C -0.8394 5.5019 -7.4246  0.0029
C 0.4956 5.8094 -7.1933  -0.0558
C 1.1215 5.3717 -6.0284  -0.0555
C 0.4166 4.6137 -5.1013  0.0037
C -0.9219 4.2979 -5.3321  -0.0831
H -3.3053 2.0600 -2.7643  0.1054
H -5.7120 1.6470 -3.0866  0.0928
H -6.8787 2.5662 -5.0736  0.1088
H -5.6178 3.8613 -6.7571  0.1219
H -1.3230 5.8493 -8.3308  0.1213
H 1.0487 6.3950 -7.9195  0.1080
H 2.1609 5.6206 -5.8446  0.1081
H 0.9104 4.2732 -4.1979  0.1216
O 5.9390 -6.4467 4.5563  0.1039
C 6.2532 -5.2729 4.6359  -0.2794
C 5.7045 -4.2802 3.6823  -0.0819
C 4.8050 -4.6933 2.7001  0.0104
C 4.2551 -3.7631 1.8268  -0.1690
C 4.6001 -2.4173 1.9315  -0.0965
C 5.5093 -2.0049 2.8976  0.0076
C 6.0685 -2.9361 3.7715  -0.0829
C 7.0505 -2.4888 4.7865  -0.2795
O 7.4091 -1.3255 4.8292  0.1031
C 7.5836 -3.4772 5.7524  -0.0844
C 8.4812 -3.0624 6.7358  0.0018
C 8.9613 -3.9747 7.6668  -0.0580
C 8.5469 -5.3037 7.6200  -0.0578
C 7.6636 -5.7235 6.6329  0.0019
C 7.1835 -4.8123 5.6928  -0.0841
H 4.5291 -5.7387 2.6178  0.1236
H 3.5519 -4.0863 1.0660  -0.0284
H 4.1608 -1.6901 1.2575  0.0829
H 5.7783 -0.9571 2.9714  0.1220
H 8.8034 -2.0280 6.7796  0.1208
H 9.6563 -3.6494 8.4333  0.1072
H 8.9150 -6.0130 8.3532  0.1072
H 7.3472 -6.7602 6.5998  0.1208
C 0.1073 1.9499 1.6469  -0.0226
C -0.7934 1.6971 0.5979  -0.1846
C -0.8306 0.3909 -0.2901  -0.1762
B -1.5618 -0.8785 0.3972  -0.4913
C -2.7228 -0.8335 1.5168  -0.1584
C -3.7556 -2.0525 1.4875  -0.2491
C -4.9228 -1.9222 0.4128  -0.1823
C -5.9724 -0.7448 0.7600  -0.1896
N -5.6908 0.3628 -0.2409  -0.0212
C -5.9544 1.6133 0.4922  -0.4407
C -4.7273 2.6429 0.5754  -0.0067
O -7.0499 1.8023 1.0312  0.0507
P -0.9454 -2.6404 -0.1780  0.5100
O -0.6567 -2.6045 -1.8639  -0.4235
I 1.2757 -3.0072 0.8864  0.6077
H 1.1956 1.6454 1.5875  0.0620
H -0.2139 2.4774 2.5957  0.0574
H -1.5310 2.5271 0.3411  0.0954
H -1.2310 0.6486 -1.3202  0.1043
H 0.2637 0.0811 -0.4534  0.1011
H -2.1930 -0.8864 2.5349  0.1298
H -3.3217 0.1336 1.5321  0.0886
H -4.2747 -2.0558 2.5097  0.1137
H -3.2823 -3.0732 1.3820  0.0780
H -4.5757 -1.7483 -0.6485  0.1068
H -5.5371 -2.8841 0.4274  0.1082
H -7.0498 -1.0774 0.5719  0.1230
H -5.8965 -0.3861 1.8280  0.1236
H -6.3028 0.2432 -1.0527  0.1082
H -4.1136 2.3748 1.4874  0.0819
H -4.1430 2.4792 -0.3916  0.0653
H -5.1138 3.7042 0.5745  0.0872
H -1.2163 -3.3092 -2.2456  0.0345

Output
SMILES string: O=C1c2ccccc2C(=O)c2ccccc21.O=C1c2ccccc2C(=O)c2ccccc21.C=CCB(CCCCNC(C)=O)P(O)I
Kohn-Sham gap: 7.111 eV
HOMO energy: -0.304 hartree

DFT (wB97M-V/def2-TZVPD) results for C37H34Br2N3O5Tl as an isolated structure.

Last column: Löwdin charge in e.
Cartesian coordinates (Å):
Tl 0.7362 0.0785 0.5825  0.8763
O 1.8646 -1.3490 -6.9800  -0.0646
C 0.7464 -1.1353 -6.4705  -0.6950
O -0.3513 -0.8789 -7.0017  -0.0598
C 0.7188 -1.2073 -4.9170  -0.0953
C 1.8228 -1.6494 -4.2086  0.0387
C 1.7703 -1.6798 -2.8195  -0.2081
N 0.6859 -1.3073 -2.1410  0.1202
C -0.3954 -0.9133 -2.8104  -0.2061
C -0.4084 -0.8418 -4.2032  0.0470
C -1.5994 -0.5942 -1.9821  -0.2413
C -2.8144 -0.2470 -2.5716  -0.0261
C -3.9008 0.0415 -1.7654  -0.0682
C -3.7696 -0.0533 -0.3909  -0.0524
C -2.5328 -0.4128 0.1176  -0.1351
N -1.4777 -0.6573 -0.6518  0.0443
C 2.9243 -2.1607 -2.0050  -0.2177
C 4.2293 -2.1296 -2.4999  -0.0219
C 5.2606 -2.5925 -1.7025  -0.0871
C 4.9691 -3.0834 -0.4392  -0.0840
C 3.6433 -3.0768 -0.0281  -0.1344
N 2.6519 -2.6263 -0.7849  0.1193
H 2.6863 -1.9755 -4.7726  0.1085
H -1.2627 -0.5073 -4.7730  0.1041
H -2.9011 -0.1928 -3.6457  0.1018
H -4.8420 0.3407 -2.2112  0.1013
H -4.5939 0.1654 0.2745  0.1011
H -2.3580 -0.4954 1.1831  0.0950
H 4.4259 -1.7283 -3.4851  0.1062
H 6.2832 -2.5628 -2.0589  0.0967
H 5.7476 -3.4516 0.2168  0.0908
H 3.3565 -3.4460 0.9521  0.1113
C -4.0218 7.4572 1.0975  -0.0580
C -4.5219 6.2259 0.3234  -0.5661
C -5.9390 5.8804 0.8053  -0.0616
C -4.6113 6.6005 -1.1582  -0.0788
C -3.5752 5.0520 0.5625  -0.2067
C -2.7564 4.5266 -0.4272  -0.1104
C -1.9082 3.4765 -0.1380  -0.5509
Br -0.7718 2.8238 -1.5378  0.7435
C -1.7829 2.8519 1.1319  -0.4454
O -1.0330 1.8411 1.3370  -0.3056
C -2.5941 3.4599 2.1633  -0.0856
C -3.4504 4.4977 1.8415  -0.0104
C -2.4605 2.9619 3.6074  -0.5257
C -1.0077 3.1459 4.0808  -0.0406
C -3.3602 3.7393 4.5707  -0.0831
C -2.8369 1.4745 3.7078  -0.0411
H -4.6640 8.3245 0.9067  0.0739
H -3.0037 7.7049 0.7907  0.0859
H -4.0142 7.2640 2.1720  0.0745
H -6.6189 6.7184 0.6179  0.0740
H -5.9568 5.6642 1.8743  0.0700
H -6.3163 5.0029 0.2760  0.0871
H -5.3409 7.4040 -1.2907  0.0751
H -4.9294 5.7458 -1.7587  0.0863
H -3.6498 6.9540 -1.5353  0.0806
H -2.7615 4.9156 -1.4366  0.0835
H -4.0641 4.9196 2.6294  0.0837
H -0.7283 4.2029 4.0553  0.0871
H -0.3349 2.5887 3.4322  0.0742
H -0.8979 2.7798 5.1073  0.0584
H -3.1279 4.8075 4.5623  0.0785
H -3.1994 3.3659 5.5855  0.0781
H -4.4182 3.6070 4.3279  0.0803
H -2.1791 0.8826 3.0765  0.0546
H -3.8735 1.3200 3.3932  0.0865
H -2.7340 1.1273 4.7414  0.0783
Br 0.8116 -3.1366 8.5854  0.6455
C 0.4490 -1.9893 7.0913  -0.6777
C 0.1949 -0.6509 7.3401  -0.1554
C -0.0673 0.1784 6.2569  -0.0795
C -0.0757 -0.3321 4.9660  -0.0212
C 0.1850 -1.6774 4.7386  -0.1063
C 0.4516 -2.5168 5.8151  -0.0775
C 0.1799 -2.2552 3.3052  -0.6491
O 0.4796 -3.4480 3.1931  -0.0084
O -0.1360 -1.4159 2.4180  -0.2268
H 0.1994 -0.2703 8.3524  0.0863
H -0.2664 1.2300 6.4278  0.0836
H -0.2915 0.3016 4.1149  0.0906
H 0.6553 -3.5602 5.6168  0.1065

Output
charge: -2
Kohn-Sham gap: 6.286 eV
relative energy (zero: lowest compared OMol25 entry of this formula, charge and spin): 0.0 kJ/mol
HOMO energy: -0.098 hartree